Entry from the Open Molecules 2025 dataset: C35H46HfN2O4P2S2 as an isolated structure (ωB97M-V/def2-TZVPD).

Last column: Mulliken charge in e.
Cartesian coordinates (Å):
Hf  0.4702  -0.2427  -0.2108  0.846
C  2.9054  1.3252  -2.9489  -1.448
C  2.8243  2.4183  -1.8788  0.565
C  3.3170  3.7652  -2.4007  -1.729
P  1.1645  2.3347  -1.0318  0.819
C  0.8528  4.0022  -0.2404  0.557
C  -0.2872  3.8457  0.7742  -1.263
C  0.5108  5.1156  -1.2246  -1.504
C  -0.1136  2.2324  -2.3156  0.362
C  -0.0321  2.7875  -3.5925  -0.571
C  -1.0059  2.5427  -4.5395  -0.860
C  -2.0650  1.7028  -4.2080  -1.053
C  -2.1777  1.1689  -2.9427  -0.184
C  -1.2292  1.4515  -1.9436  -0.547
N  -1.3046  0.9478  -0.6322  0.613
C  -2.5882  0.6501  -0.1518  -0.346
C  -3.6462  1.5514  -0.3912  0.122
C  -4.9381  1.2973  0.0101  -0.996
C  -5.2384  0.1300  0.7044  -1.034
C  -4.2083  -0.7280  1.0280  -0.582
C  -2.8899  -0.4882  0.6280  -0.009
P  -1.4934  -1.4252  1.3157  1.161
C  -1.6696  -1.0837  3.1584  1.157
C  -2.1967  0.3329  3.4112  -1.558
C  -2.5079  -2.0811  3.9564  -1.668
C  -1.7715  -3.2774  1.1868  0.470
C  -3.2074  -3.7839  1.2941  -1.877
C  -1.1742  -3.8298  -0.1116  -1.317
H  3.9464  1.1420  -3.2233  0.433
H  2.3619  1.6063  -3.8499  0.358
H  2.4867  0.3863  -2.5845  0.219
H  3.4929  2.1221  -1.0633  0.411
H  2.7121  4.1415  -3.2245  0.227
H  4.3367  3.6413  -2.7728  0.482
H  3.3403  4.5182  -1.6126  0.430
H  1.7771  4.2508  0.2912  0.718
H  -1.2141  3.5839  0.2591  0.135
H  -0.4476  4.7848  1.3087  0.567
H  -0.0707  3.0701  1.5048  0.183
H  -0.3719  4.8565  -1.8085  0.253
H  1.3286  5.3420  -1.9077  0.298
H  0.2873  6.0239  -0.6606  0.486
H  0.8041  3.4231  -3.8494  0.261
H  -0.9363  2.9818  -5.5261  0.471
H  -2.8084  1.4514  -4.9542  0.424
H  -2.9921  0.4962  -2.7169  0.547
H  -3.4247  2.4723  -0.9150  0.490
H  -5.7185  2.0136  -0.2148  0.409
H  -6.2512  -0.0843  1.0194  0.427
H  -4.4280  -1.6015  1.6248  0.281
H  -0.6383  -1.1454  3.5219  0.200
H  -3.2518  0.4063  3.1460  0.357
H  -1.6443  1.0753  2.8425  0.108
H  -2.0925  0.5743  4.4715  0.527
H  -3.5642  -2.0148  3.6929  0.263
H  -2.4232  -1.8317  5.0162  0.486
H  -2.1684  -3.1091  3.8324  0.395
H  -1.1797  -3.6609  2.0257  0.553
H  -3.8114  -3.3799  0.4810  0.388
H  -3.6811  -3.5377  2.2425  0.319
H  -3.2017  -4.8718  1.1986  0.490
H  -1.7540  -3.4844  -0.9666  0.396
H  -1.2096  -4.9220  -0.1017  0.591
H  -0.1349  -3.5368  -0.2362  -0.100
O  4.4392  -1.3144  0.5215  -0.650
C  3.1636  -1.2560  0.0572  0.126
O  2.5972  -0.0807  -0.0127  -0.532
C  2.8762  -2.1238  -1.1228  0.317
C  3.6099  -3.1641  -1.6626  -1.135
C  3.0273  -3.8900  -2.6929  -0.538
C  1.7378  -3.5897  -3.1206  -1.066
C  1.0776  -2.5428  -2.5087  0.219
N  1.6579  -1.8205  -1.5594  0.900
C  -0.3717  -2.1133  -2.7002  -0.172
O  -1.0422  -2.5722  -3.5992  -0.743
O  -0.7258  -1.2746  -1.7877  -0.206
H  4.5389  -0.5930  1.1559  0.495
H  4.5943  -3.3852  -1.2753  0.607
H  3.5701  -4.7068  -3.1511  0.469
H  1.2389  -4.1571  -3.8933  0.568
C  2.3350  0.3883  4.4838  -2.213
C  1.9520  -0.2439  3.1653  0.636
S  0.9280  0.7798  2.1895  -0.003
C  2.3577  -1.4944  2.8711  0.879
C  3.2105  -2.3426  3.7892  -1.652
S  1.9337  -2.2911  1.3529  -0.302
H  2.2432  1.4697  4.4156  0.407
H  3.3533  0.1320  4.7746  0.495
H  1.6559  0.0442  5.2690  0.325
H  3.0272  -2.1052  4.8366  0.496
H  4.2748  -2.2018  3.5782  0.264
H  2.9839  -3.3963  3.6330  0.401

Values from the calculation:
- HOMO: -6.97 eV
- Strongest force on any atom: 1.0 eV/A
- Relative energy (zero: lowest compared OMol25 entry of this formula, charge and spin): 25.8 kcal per mole
- Calculated total energy: -89772.4483 eV